ORCA calculation (ωB97M-V with the def2-TZVPD basis set) on 11 unconnected molecules or ions with the total composition C40H64BCl20F13N5O7S in a non-equilibrium geometry.

XYZ file:
```
151
Properties=species:S:1:pos:R:3:forces:R:3:mulliken_charge:R:1
C 4.443672 0.848794 8.415517 0.25 -0.04 0.19 -0.54
H 0.863824 2.833276 0.497160 0.19 -0.58 -0.04 0.84
C 2.951033 2.706449 0.846234 0.61 0.55 0.37 -1.80
C 9.170753 -2.525396 4.767858 0.09 -0.09 -0.10 -0.47
H -0.021202 -6.267931 2.121026 -0.09 0.31 -0.28 0.28
H 0.946210 -3.058806 2.751589 0.06 0.63 -0.24 0.62
C -3.527732 5.478644 -3.615296 0.05 0.05 -0.06 -0.46
O 3.655453 0.420296 -1.131438 -0.74 1.84 -0.30 -0.71
C 3.772688 5.484120 -2.919126 0.09 -0.07 -0.10 -0.51
C 1.818774 -2.705536 -3.766068 -0.27 -1.06 -0.05 0.30
C 0.659075 6.179174 -7.178604 0.12 0.03 -0.02 -0.45
C -2.857470 -0.879446 -3.012458 0.56 0.54 1.06 -0.60
C 5.597045 0.570930 7.483912 0.10 0.00 -0.05 -0.54
Cl -5.277314 0.964664 -4.976760 -0.05 0.25 -0.06 -0.11
B 3.296673 0.282041 3.492480 0.12 -0.18 0.57 1.24
C -4.245749 -1.429728 -2.651681 1.06 0.00 -2.37 0.76
Cl -4.381137 4.628770 -2.296282 0.01 -0.08 0.04 -0.19
O 2.757100 -0.302821 4.624434 -0.73 0.81 -1.49 -0.46
H -6.202920 1.680997 -7.626369 -0.03 0.01 0.10 0.33
Cl -2.363778 0.369771 10.043700 -0.16 0.08 0.20 -0.16
H 1.466478 5.998820 -5.203023 -0.05 0.10 -0.02 0.04
H 3.129732 3.747149 0.512095 -0.24 -0.48 0.07 0.61
F -4.118893 -2.549818 -1.914254 -0.42 0.36 0.83 -0.26
N -0.856735 2.410502 2.342773 -4.01 2.65 -0.71 -0.67
H -1.895492 -0.704228 6.912016 0.10 -0.04 -0.10 0.38
O -0.039361 -3.305002 0.980241 0.15 0.31 0.55 -0.20
H 5.382316 4.150716 -2.459875 -0.02 0.07 -0.02 0.37
C 1.404616 0.076944 1.650651 1.55 -0.94 0.47 1.54
C -2.311486 0.121166 -1.946321 -1.94 0.23 -0.46 -1.00
H -12.843198 -0.774280 -8.748122 0.08 -0.02 -0.06 0.33
H 3.687417 -8.751778 -1.689674 -0.03 -0.06 0.06 0.33
S 2.357098 -0.180281 -1.029247 3.94 -2.21 1.06 1.77
C 2.712537 -8.500534 -1.272510 0.13 0.09 -0.02 -0.28
H 3.509785 -8.415247 0.711118 -0.04 0.06 -0.05 0.28
O 2.576520 -1.565777 -0.686566 -2.19 -0.22 0.03 -0.57
H 2.406858 0.433390 5.156549 0.43 -0.59 0.72 -0.10
Cl 1.496470 -9.384430 -2.228569 -0.04 0.03 0.00 -0.19
C 0.567450 5.709489 -5.747756 0.25 -0.10 -0.01 -0.07
C -0.078156 1.641695 2.577508 4.80 -1.80 0.48 0.51
N -3.280701 0.633729 3.226209 -0.09 0.18 0.78 -0.40
H 4.365195 6.333567 -3.253550 -0.03 0.01 0.11 0.49
C -10.974241 0.309616 -8.762814 -0.09 0.17 0.11 -0.37
H -1.342018 0.834708 7.574531 0.13 -0.13 -0.15 0.12
C -5.957557 -0.011856 -6.306115 -0.02 -0.22 -0.11 -0.62
N -1.986848 -0.563410 -0.692257 -0.06 0.41 -0.69 0.40
H 1.895701 -2.685807 1.302080 -0.34 0.51 0.06 0.40
C -6.767514 0.822755 -7.266806 0.05 -0.06 -0.19 -0.42
N -0.897617 -1.016974 1.233692 1.34 2.44 0.64 1.49
F 0.214126 -2.079143 -2.143583 0.23 0.44 0.46 -0.18
H -0.491610 -0.934848 9.004417 -0.05 -0.20 -0.40 0.25
Cl -9.974919 -1.166335 -8.786986 0.07 -0.02 -0.03 -0.19
H 3.884928 2.160192 0.664465 -0.48 -0.03 -0.18 0.28
H 0.168825 -0.992380 3.016179 0.26 0.26 -0.49 0.41
Cl 1.184355 -8.302591 0.983849 0.20 -0.32 -0.04 -0.18
H -0.645789 -6.402544 0.437291 0.23 0.08 0.50 0.44
H -3.911666 1.430867 3.110968 0.03 -0.18 0.17 0.30
O 1.391201 -4.857318 0.191021 2.43 0.22 -1.18 -0.48
C 4.539064 4.616000 -1.950059 0.05 -0.13 -0.12 0.22
Cl 5.208589 5.551500 -0.589536 -0.06 -0.01 0.05 -0.19
H -12.985162 0.946760 -9.116129 0.08 0.02 -0.01 0.32
C -3.525981 4.680432 -4.900875 -0.28 0.28 -0.01 -0.55
H -11.011280 0.648417 -7.728021 -0.03 -0.06 -0.02 0.25
C -2.106663 -1.117315 2.070048 -2.16 -1.14 -0.57 -0.91
H 9.937081 -2.327432 4.018841 -0.07 0.02 -0.02 0.31
H 7.466521 -2.280793 3.461035 0.00 0.04 0.11 0.24
Cl -0.316781 2.821884 8.839861 0.00 0.10 0.03 -0.12
C 0.940342 -1.562892 -3.146948 -0.21 -0.38 -0.39 1.01
C 2.884012 -0.286802 2.027664 0.56 0.03 0.39 -2.12
C -0.812484 0.910420 10.737023 0.08 0.09 0.25 -0.36
H -0.015902 0.325091 10.280443 -0.05 0.17 0.10 0.15
Cl 8.888670 -0.993864 5.634331 0.01 0.00 0.03 -0.16
C 1.876859 -2.743034 -5.336849 0.86 -0.63 -0.07 0.69
C -0.587132 2.390515 10.549247 0.02 0.06 0.18 -0.47
H -4.532629 4.374135 -5.181513 0.05 -0.14 0.13 0.35
C 1.673647 -0.233426 -2.758592 -1.03 0.59 -1.33 0.08
C 0.912381 -2.545168 1.769298 0.34 -1.01 -0.13 -1.94
H 0.465001 4.627029 -5.686037 -0.13 0.05 -0.04 0.19
C -3.041198 0.099159 2.122184 0.25 0.30 -0.68 -0.44
H -2.184828 -1.746289 -3.091379 -0.28 0.36 -0.31 0.13
H -0.480475 1.602274 -0.474174 -0.11 -0.23 -0.23 0.63
Cl -0.810937 6.441047 -4.891019 0.34 0.20 -0.10 -0.19
H 4.757124 1.541616 9.196013 -0.03 0.06 -0.08 0.39
Cl 0.370531 -2.432652 7.419257 0.06 -0.02 -0.06 -0.20
C -1.015583 -0.096310 7.112762 -0.30 0.03 0.31 -0.77
Cl -0.682965 5.558232 -8.172436 -0.05 0.01 0.03 -0.18
H 2.735751 -9.954293 0.327765 -0.10 0.03 -0.05 0.38
H 2.830177 2.782329 1.937635 -0.24 -0.21 -0.50 0.08
F 0.857430 0.785228 -3.089108 -0.22 0.08 0.79 -0.19
C -12.373715 0.057947 -9.269050 -0.06 0.03 0.06 -0.48
H 3.822858 2.147948 3.877088 0.48 -0.16 0.27 0.31
C -0.043446 -0.806053 8.019346 0.12 -0.03 0.03 0.10
H -6.553909 -0.809079 -5.866593 -0.03 0.10 0.04 0.36
C -0.493905 -5.726362 1.293529 -0.98 0.95 -0.71 -1.55
F 1.220112 -3.864167 -3.409357 -0.22 0.12 -0.11 -0.31
C 0.402440 -1.068376 1.937703 -0.17 -1.39 0.43 0.48
H -2.946980 -0.324579 -3.957317 0.03 -0.34 0.28 0.36
H -4.046584 6.424679 -3.768364 -0.05 -0.07 -0.05 0.38
Cl 2.260814 6.110722 -2.210962 -0.03 0.01 -0.01 -0.18
Cl -8.274175 1.421496 -6.530830 0.01 0.08 0.06 -0.20
H -1.497273 -5.362670 1.571751 0.52 -0.03 0.17 0.32
H -5.115582 -0.464271 -6.829362 -0.01 0.08 -0.02 0.34
H 8.167440 -3.901300 3.472162 0.05 0.01 0.06 0.34
F -4.813902 -1.807276 -3.811468 -0.27 -0.50 0.06 -0.27
H 0.654710 7.265406 -7.244009 -0.09 -0.04 0.03 0.33
H -7.054629 0.217823 -8.127154 -0.02 -0.06 0.09 0.31
Cl 5.200249 -0.706802 6.315819 0.11 0.03 0.21 -0.08
C 1.285224 0.694717 0.219372 -0.89 1.67 -0.79 -0.24
Cl 6.697195 -3.585102 5.269298 0.02 -0.07 -0.06 -0.17
H -2.638773 -1.298684 -0.428079 0.31 0.14 0.13 0.41
F 2.924470 -3.500883 -5.659277 0.22 -0.17 0.08 -0.27
H 2.544280 -7.434254 -1.413705 -0.08 -0.05 0.05 0.14
H -10.466650 1.070750 -9.351892 -0.01 -0.09 -0.05 0.33
O 4.232321 1.313894 3.605118 -1.02 0.06 -0.52 -0.60
C 0.410350 -4.595290 0.765393 -2.44 -1.22 1.28 0.84
H 5.889301 1.459265 6.926226 -0.09 -0.01 0.01 0.27
H -1.431015 2.973383 10.912611 -0.01 -0.05 -0.09 0.35
H -0.842758 0.675049 11.800423 -0.04 0.06 -0.02 0.42
H 3.613215 0.145212 1.327543 -0.45 -0.28 0.02 0.14
H -1.530453 0.775978 -2.344037 0.15 -0.59 0.29 0.31
H 1.582327 5.813412 -7.627444 -0.04 -0.05 0.05 0.32
Cl -12.403269 -0.296750 -11.014739 0.00 -0.03 0.00 -0.18
F 0.811009 -3.333714 -5.838228 -0.65 0.26 -0.02 -0.24
C 1.704642 2.214025 0.124733 0.56 1.07 0.81 -0.25
H -1.924621 -1.410928 3.116263 0.60 0.26 -0.54 0.57
H -3.114766 5.280566 -5.710066 0.06 -0.02 0.08 0.35
C -0.970693 -0.301715 0.092674 -0.69 -0.34 -0.16 -1.07
H -3.180232 0.780159 -1.729418 0.60 -0.02 -0.08 0.46
H 4.087748 -0.063043 8.891083 -0.04 0.00 -0.13 0.30
H -2.516249 5.695873 -3.274940 -0.23 -0.19 0.04 0.23
C 2.672666 -8.876914 0.188426 0.20 -0.08 0.01 -0.46
F 2.716914 -0.090414 -3.570160 0.55 -0.36 0.31 -0.25
O 1.128298 1.116496 2.664820 -1.56 -0.12 -0.48 -0.46
F 2.066605 -1.566616 -5.906145 -0.27 0.61 0.11 -0.22
H 9.566860 -3.247411 5.479059 -0.09 0.05 0.03 0.31
Cl -0.271080 0.332551 5.547965 0.06 0.02 -0.20 -0.01
Cl 3.058305 1.604824 7.575988 -0.10 0.03 -0.01 -0.16
H -2.724205 -1.950686 1.658651 0.35 0.25 0.28 0.57
H 3.910287 3.828050 -1.539554 0.03 0.10 -0.07 -0.49
F 0.036060 -1.228794 -4.102773 0.17 0.03 -0.10 -0.34
H 0.881636 -0.241268 8.132928 -0.01 -0.04 -0.15 -0.02
H 3.494228 4.896025 -3.794057 0.00 -0.06 0.07 0.25
H 0.302770 2.698902 11.097054 0.01 -0.07 -0.04 0.30
H 3.088309 -1.365372 2.087433 -0.35 0.31 -0.36 0.52
Cl -2.512086 3.221270 -4.780075 0.16 -0.15 0.05 -0.07
F -5.067245 -0.543104 -2.115229 -0.06 -0.14 1.00 -0.26
H -3.539081 0.520619 1.225724 0.54 -0.60 -0.03 0.36
N -0.080171 0.682292 -0.318341 0.47 -1.44 0.83 0.40
C 7.921556 -3.040707 4.093789 0.05 -0.04 -0.11 -0.38
F 3.058697 -2.787434 -3.296382 0.22 0.81 0.23 -0.28
H 6.459557 0.228855 8.055946 -0.07 -0.01 0.05 0.36
F 1.838012 2.601044 -1.217100 -0.39 -0.81 0.09 -0.21
```
Forces are in eV/Å.

Computed properties:
Net charge: +1
Gap between HOMO and LUMO in eV: 8.98
LUMO energy in eV: -2.79